# 1
Entry from OMol25: C34H49AsIN4OSSr as an isolated structure (ωB97M-V/def2-TZVPD).

Orbital gap: 7.0297 eV
Total charge: +1
Spin multiplicity: 1
E_LUMO: -0.0982 hartree

Structure (XYZ):
```
92
Properties=species:S:1:pos:R:3:forces:R:3
Sr -0.116778 0.375316 1.277339 0.10 -0.33 -0.37
C -4.795547 0.810709 -3.187516 -0.01 0.01 0.02
C -5.376193 1.275702 -1.860702 -0.02 -0.03 -0.03
N -4.382024 1.952051 -1.025613 0.08 0.09 -0.03
C -4.393546 3.412610 -1.073855 -0.02 0.04 0.00
C -5.363678 4.013293 -0.067640 0.01 -0.02 0.00
C -3.556420 1.252791 -0.243279 -0.17 -0.24 0.13
S -2.497306 2.078200 0.834566 0.10 0.14 0.07
N -3.764397 -0.085731 -0.266093 0.14 0.08 -0.09
C -2.819569 -0.984998 -0.188553 -0.02 -0.03 -0.09
O -1.562143 -0.792855 -0.240767 -0.04 0.01 0.27
C -3.282618 -2.411607 -0.102362 0.00 0.03 0.04
C -4.542224 -2.789975 -0.553409 -0.01 -0.02 0.00
C -4.940213 -4.116814 -0.483050 -0.01 0.02 -0.01
C -4.093112 -5.073353 0.058160 0.02 -0.01 0.01
C -2.840397 -4.700305 0.527274 -0.02 -0.02 0.00
C -2.436337 -3.377549 0.435535 -0.01 0.04 -0.02
H -5.572545 0.349931 -3.798214 0.01 0.00 -0.01
H -4.007946 0.076435 -3.016856 0.00 0.00 0.00
H -4.376175 1.648278 -3.747818 0.00 0.00 0.00
H -5.777942 0.432453 -1.303044 0.00 0.02 0.00
H -6.184495 1.988036 -2.026175 -0.01 0.01 0.00
H -4.671854 3.693766 -2.091604 0.01 -0.01 0.00
H -3.385404 3.775069 -0.890534 0.01 0.00 0.00
H -6.378841 3.648991 -0.231638 0.00 0.01 -0.01
H -5.373289 5.099394 -0.160532 -0.01 0.00 0.00
H -5.062613 3.755009 0.946921 0.01 0.00 -0.01
H -5.201370 -2.035291 -0.959062 0.00 0.01 0.00
H -5.918295 -4.405527 -0.844888 0.00 0.01 0.00
H -4.412935 -6.105017 0.125095 0.00 0.00 0.00
H -2.189333 -5.438531 0.979097 0.00 0.00 0.00
H -1.472087 -3.068596 0.817105 0.02 -0.01 0.00
I -0.554623 -1.932278 3.689596 0.10 0.05 -0.01
C 1.345687 -1.591824 4.565315 -0.11 -0.04 -0.04
C 1.512636 -2.103358 5.817735 0.09 0.02 0.01
C 2.755115 -1.935367 6.467906 -0.05 -0.01 -0.01
C 3.763810 -1.271287 5.838254 0.00 0.00 -0.01
C 3.588836 -0.740213 4.535782 0.03 -0.01 0.02
C 4.652065 -0.047501 3.903368 0.02 0.01 0.01
C 4.487685 0.459870 2.650120 -0.01 -0.14 0.03
C 3.247446 0.279864 1.989125 -0.03 0.26 -0.03
C 2.145902 -0.352691 2.529858 -0.16 0.10 0.10
C 2.349554 -0.882651 3.845982 0.05 -0.09 0.04
H 0.710987 -2.631224 6.314966 0.00 0.00 0.00
H 2.891180 -2.337059 7.463047 0.00 0.00 0.00
H 4.720868 -1.137083 6.328189 0.00 0.00 0.00
H 5.584790 0.072645 4.441543 0.00 0.01 -0.01
H 5.295070 1.000230 2.168479 0.00 0.00 -0.01
H 3.162150 0.731834 0.997998 0.03 0.05 0.00
C 3.401690 4.256467 -1.849609 -0.02 -0.02 0.01
C 3.080988 2.852867 -1.352670 0.03 0.03 -0.02
As 1.257082 2.586143 -0.677164 -0.10 0.01 0.08
C 0.165189 3.152593 -2.193658 -0.03 0.00 -0.04
C 0.169255 2.113305 -3.309333 0.00 0.00 0.03
C 1.053923 4.130231 0.510153 0.02 0.03 0.01
C 2.020722 4.070132 1.689646 -0.01 -0.01 -0.02
H 4.438253 4.320271 -2.183086 0.00 0.00 -0.01
H 3.265124 4.999421 -1.063468 0.01 0.00 -0.01
H 2.768127 4.538365 -2.691149 0.00 0.01 0.00
H 3.749489 2.564767 -0.538206 0.00 0.00 -0.01
H 3.230938 2.119959 -2.149850 0.00 -0.01 0.00
H 0.504754 4.126305 -2.549165 0.01 0.00 0.00
H -0.842570 3.279563 -1.792644 0.01 0.00 0.02
H 1.174542 1.956921 -3.709047 0.00 0.00 -0.01
H -0.467031 2.421991 -4.139339 0.00 0.00 -0.01
H -0.206381 1.154398 -2.941687 -0.01 0.00 -0.01
H 0.015340 4.107923 0.848994 -0.01 0.01 -0.01
H 1.181299 5.052006 -0.059428 0.00 -0.01 -0.02
H 1.938219 3.129813 2.242192 0.00 0.01 0.00
H 1.830070 4.884037 2.389137 0.01 0.00 0.01
H 3.058227 4.153401 1.360418 0.00 0.00 0.00
C 1.151335 -3.405745 -2.349522 -0.03 0.02 -0.01
C 0.542725 -2.118162 -1.756739 0.00 0.04 -0.02
N 1.370525 -1.625859 -0.651292 -0.02 -0.09 0.02
C 1.616081 -2.720238 0.297055 -0.03 0.01 0.01
C 2.511453 -3.798750 -0.343829 0.01 0.00 0.04
N 2.553060 -3.519556 -1.820020 0.01 0.00 -0.02
C 3.297485 -2.239959 -2.071857 0.00 0.03 0.01
C 2.649496 -1.154876 -1.181026 0.02 -0.02 0.02
H 1.207063 -3.390123 -3.436597 0.00 -0.01 0.00
H 0.620178 -4.302837 -2.033867 0.00 0.00 0.00
H -0.464861 -2.299134 -1.391992 0.00 0.01 0.00
H 0.481389 -1.333774 -2.511842 -0.01 0.00 0.00
H 0.654900 -3.141030 0.588462 -0.01 -0.01 -0.01
H 2.081115 -2.305501 1.191634 0.00 -0.02 -0.01
H 2.123238 -4.806929 -0.210386 0.01 0.00 0.00
H 3.538880 -3.762362 0.016357 0.00 0.00 -0.01
H 3.031177 -4.282904 -2.292798 0.00 0.00 0.00
H 3.211026 -2.025791 -3.136151 -0.01 -0.01 0.00
H 4.344060 -2.414278 -1.828408 0.00 0.00 -0.01
H 2.483997 -0.247499 -1.761944 0.01 0.00 0.00
H 3.296895 -0.909366 -0.341426 0.00 0.00 0.00
```
Forces are in eV/Å.

These are the Mulliken partial charges, in e, on atoms 1 to 8: atom 1 (Sr): 1.22, atom 2 (C): -1.03, atom 3 (C): -0.73, atom 4 (N): 0.25, atom 5 (C): -0.63, atom 6 (C): -1.18, atom 7 (C): 0.64, atom 8 (S): -0.37



# 2
Entry from OMol25: C34H49BBeN10O2S as an isolated structure (ωB97M-V/def2-TZVPD).

Orbital gap: 8.4586 eV
Spin multiplicity: 1
E_LUMO: 0.0099 hartree

Structure (XYZ):
```
98
Properties=species:S:1:pos:R:3:forces:R:3
Be -0.573198 0.344442 -0.659547 -0.12 0.24 -0.06
C 2.971802 0.914592 3.858856 -0.01 0.01 -0.01
C 2.382761 -0.107076 2.941384 -0.01 0.00 0.02
C 2.569708 -1.473454 2.926856 0.04 -0.04 0.01
C 1.778228 -1.936476 1.858573 -0.01 -0.01 0.03
N 1.155579 -0.926504 1.270900 0.01 0.02 0.03
N 1.528575 0.190916 1.938766 -0.03 0.05 -0.03
B 0.965557 1.557376 1.521538 0.02 -0.06 0.00
N 1.377998 1.871448 0.072868 0.09 -0.07 -0.03
N 1.012726 1.053092 -0.961582 -0.14 0.16 0.13
C 1.750088 1.424144 -2.022646 0.09 -0.09 -0.06
C 2.573869 2.492546 -1.653223 -0.03 0.04 -0.04
C 2.311428 2.743405 -0.324801 -0.02 -0.04 -0.02
C 2.926575 3.765741 0.571367 -0.01 -0.01 0.01
C 1.841679 0.794910 -3.405360 0.04 -0.01 -0.02
C 0.996752 -0.455941 -3.611214 0.08 0.01 -0.05
C 3.311731 0.386362 -3.621683 -0.04 -0.02 0.02
C 1.440234 1.836115 -4.458419 0.00 -0.10 0.01
N -0.568324 1.551939 1.619195 -0.06 0.03 -0.06
N -1.341352 0.689189 0.884985 0.14 0.00 0.09
C -2.573107 0.723189 1.430747 0.05 0.00 0.01
C -2.579159 1.648759 2.478537 -0.04 -0.01 0.00
C -1.300941 2.146417 2.567867 0.01 -0.05 0.01
C -0.756398 3.145057 3.533647 0.01 0.00 0.00
C -3.798833 -0.136985 1.156706 -0.01 0.03 -0.01
C -4.108339 -0.890389 2.464168 0.01 -0.02 0.01
C -3.645455 -1.185807 0.064088 0.05 -0.02 0.04
C -4.985082 0.774367 0.807110 -0.01 -0.06 0.03
C 1.581104 -3.345176 1.350041 0.00 0.00 0.01
C 2.095738 -3.421602 -0.093650 0.00 0.00 -0.02
C 2.357692 -4.341011 2.209583 -0.01 -0.02 0.00
C 0.086117 -3.688308 1.406911 -0.01 0.02 -0.01
H 3.621636 0.420350 4.578921 0.00 0.00 0.00
H 2.201857 1.455160 4.411981 0.01 -0.01 -0.01
H 3.565965 1.652615 3.316788 -0.01 -0.02 0.01
H 3.191329 -2.044527 3.596896 -0.01 0.02 -0.02
H 1.395713 2.408417 2.238782 0.00 0.01 -0.02
H 3.280601 3.016741 -2.273737 -0.01 -0.02 0.00
H 3.598292 4.394550 -0.010263 0.00 0.00 0.00
H 3.499560 3.300058 1.373800 0.00 0.00 -0.01
H 2.167542 4.399410 1.030508 0.01 -0.02 -0.01
H 1.157940 -1.184667 -2.814920 0.02 0.06 -0.07
H 1.287831 -0.918750 -4.556627 0.01 0.01 0.00
H -0.061783 -0.216015 -3.684991 0.30 0.00 -0.12
H 3.611694 -0.371981 -2.894487 0.00 0.02 -0.01
H 3.990825 1.232212 -3.527369 0.00 0.03 0.00
H 3.427957 -0.032541 -4.624297 0.00 0.01 0.03
H 0.406818 2.154526 -4.314202 0.25 -0.17 -0.01
H 1.528750 1.403998 -5.458819 0.02 0.00 0.02
H 2.078005 2.720771 -4.413155 -0.01 -0.01 0.01
H -3.411993 1.912535 3.107694 0.02 0.00 -0.02
H -1.569338 3.527928 4.147947 0.00 0.00 0.00
H -0.289133 3.983104 3.016193 -0.01 -0.02 0.00
H -0.008300 2.699973 4.190833 -0.01 0.00 -0.01
H -3.289440 -1.565468 2.725026 -0.01 0.02 0.00
H -5.016807 -1.483512 2.334829 0.02 0.01 0.00
H -4.263384 -0.208900 3.299838 -0.01 -0.01 -0.01
H -2.747021 -1.787838 0.211311 -0.04 0.05 -0.02
H -3.641924 -0.730711 -0.922142 0.06 0.02 -0.09
H -4.506950 -1.855851 0.103074 0.00 0.01 0.00
H -5.193750 1.482572 1.610875 0.01 -0.01 -0.03
H -5.879323 0.163889 0.653997 0.02 0.02 0.01
H -4.794078 1.333693 -0.107124 0.03 0.04 -0.06
H 3.181524 -3.303592 -0.116335 -0.02 0.01 0.00
H 1.670967 -2.617667 -0.696236 -0.03 -0.01 -0.01
H 1.848328 -4.385894 -0.547719 0.01 0.01 0.01
H 3.429047 -4.130431 2.186984 -0.02 0.00 0.00
H 2.205386 -5.356481 1.836165 0.00 0.01 0.01
H 2.022741 -4.309305 3.248424 0.01 0.00 -0.01
H -0.509145 -2.901681 0.939948 0.02 -0.02 0.01
H -0.245326 -3.772843 2.444251 0.00 0.02 -0.01
H -0.115535 -4.640631 0.907135 0.01 0.01 0.02
N -0.039213 4.443819 -7.252925 0.04 -0.05 0.06
C -0.666225 3.979300 -6.105239 -0.03 0.04 0.01
C -0.390537 4.555090 -4.863174 -0.09 0.09 -0.01
C -0.972657 4.053590 -3.713706 -0.06 0.10 0.02
C -1.839627 2.972282 -3.791708 -0.03 0.03 0.01
C -2.134568 2.396935 -5.022690 -0.02 0.03 0.04
C -1.546444 2.894350 -6.169385 -0.02 -0.01 -0.02
S -2.539331 2.320631 -2.313437 -0.03 -0.04 0.07
O -3.894672 1.929545 -2.588410 0.07 -0.04 -0.01
O -2.268396 3.261127 -1.263043 0.02 0.01 0.03
N -1.640963 1.014203 -1.951944 -0.08 -0.23 -0.01
C -1.805724 -0.233355 -2.426212 -0.20 -0.06 0.04
N -1.063742 -1.049775 -1.621323 -0.23 -0.13 0.08
C -1.050169 -2.349404 -1.871719 -0.01 0.11 0.06
C -1.772436 -2.867540 -2.928592 0.00 0.01 -0.05
C -2.477309 -1.955923 -3.708634 0.00 0.01 0.02
N -2.504757 -0.647323 -3.487219 -0.02 0.08 0.10
H 0.321066 5.381666 -7.211125 0.00 0.03 0.00
H -0.496562 4.234203 -8.123207 -0.03 -0.01 -0.04
H 0.289241 5.397770 -4.803169 -0.01 -0.02 0.00
H -0.760847 4.491454 -2.746345 0.00 -0.02 -0.03
H -2.821240 1.562810 -5.067407 -0.02 -0.04 0.00
H -1.768778 2.444372 -7.130599 0.00 0.01 0.02
H -0.458318 -2.973091 -1.215308 0.02 0.01 0.00
H -1.779053 -3.925220 -3.143406 0.00 0.02 -0.01
H -3.049011 -2.300895 -4.565643 0.02 0.02 0.03
```
Forces are in eV/Å.

These are the Mulliken partial charges, in e, on atoms 1 to 8: atom 1 (Be): -1.79, atom 2 (C): -1.40, atom 3 (C): 0.60, atom 4 (C): -0.97, atom 5 (C): -0.63, atom 6 (N): 0.22, atom 7 (N): 0.84, atom 8 (B): -1.30



# 3
Entry from OMol25: a 2-piece molecular cluster, C34H49FI2N2O4S3 overall (ωB97M-V/def2-TZVPD).

Structure (SMILES): C[C@](CCCN)(CCCS)O[C@@H](I)CO[C@@](F)(CCCI)CCCSC(=S)N(c1ccccc1)c1ccccc1.O=C1CCCO1
Orbital gap: 7.8150 eV
Spin multiplicity: 1
E_LUMO: -0.0148 hartree

Structure (XYZ):
```
95
Properties=species:S:1:pos:R:3:forces:R:3
C -0.599350 3.230906 0.777576 0.03 0.06 -0.08
C 0.551075 2.353109 0.008367 1.42 2.73 1.79
C 1.883723 2.649437 0.925942 0.05 -1.05 -0.17
C 1.921506 1.780386 2.272879 1.66 0.71 0.89
C 3.351012 2.119811 2.989584 0.46 -0.76 -1.27
N 3.895457 0.910473 3.724250 -0.27 0.61 -0.51
C 0.934295 2.932913 -1.429725 0.02 1.43 -0.45
C 0.449985 4.488050 -1.567104 -0.91 -1.25 -1.64
C 0.972642 5.100897 -2.990370 -0.97 -0.90 1.15
S 2.531516 6.043099 -2.630439 0.31 -0.70 -0.35
O 0.310046 0.959216 0.162059 -0.69 -0.22 -1.59
C -0.336293 0.244628 -0.871927 0.72 -2.57 0.60
I -2.185466 1.131081 -1.683316 0.65 -0.24 0.16
C 0.655223 -0.312140 -2.051316 -1.20 2.78 -1.04
O 0.655108 -1.722246 -2.215882 0.83 0.21 1.08
C 1.358428 -2.489812 -1.267411 0.69 -1.70 1.78
F 1.857455 -3.665377 -1.992124 -0.93 1.96 0.73
C 2.632781 -1.864533 -0.549709 1.64 -0.73 0.28
C 4.030426 -2.067195 -1.367036 -0.55 -0.26 -0.57
C 3.991168 -1.501874 -2.869792 0.96 1.48 0.67
I 4.131622 -3.020903 -4.430916 -0.07 0.60 0.60
C 0.440870 -3.150327 -0.090505 -0.93 -0.19 -0.34
C -1.061501 -3.486237 -0.581161 -0.35 -0.19 0.27
C -2.104764 -3.651879 0.664043 1.23 -0.85 -0.67
S -2.859344 -1.999314 1.032378 -0.91 0.49 -0.42
C -4.534554 -1.870592 0.192032 0.26 -1.47 -0.22
S -5.376214 -3.307757 0.014596 0.77 1.94 -0.19
N -4.956754 -0.542150 -0.270811 -1.72 -1.16 2.29
C -5.104927 0.437823 0.827546 -0.13 3.99 2.84
C -5.126024 0.131472 2.342826 -0.32 3.13 -1.59
C -5.324059 1.322947 3.333288 0.00 1.06 -2.74
C -5.527593 2.797043 2.879587 0.52 -2.61 -2.75
C -5.520822 3.111016 1.361358 0.49 -4.11 0.69
C -5.302807 1.937663 0.382464 -0.07 -0.30 2.59
C -6.256069 -0.552608 -0.979175 -4.10 0.20 -3.89
C -6.267552 -0.226290 -2.517474 -2.95 -0.62 1.93
C -7.629876 -0.177251 -3.303917 0.31 -0.50 3.40
C -8.984303 -0.433644 -2.603073 3.63 -0.21 1.78
C -8.982013 -0.781248 -1.094887 3.40 0.92 -1.60
C -7.646647 -0.819146 -0.311312 0.41 0.52 -2.50
H -1.485762 3.483238 0.107670 1.18 -0.38 1.02
H -0.988583 2.698824 1.713188 0.65 0.45 -1.46
H -0.111903 4.208403 1.149670 -0.89 -1.51 -0.72
H 2.827090 2.350223 0.321952 -1.51 0.36 0.87
H 1.997395 3.779629 1.138907 -0.34 -1.82 -0.29
H 1.956060 0.643607 2.085324 -0.43 1.86 0.08
H 1.120210 2.053312 3.040671 0.79 -0.57 -1.35
H 3.284178 3.038547 3.671448 0.14 -1.42 -0.96
H 4.096334 2.302842 2.118382 -1.21 0.40 1.29
H 3.921557 0.107956 3.062994 0.12 0.85 0.70
H 4.876027 1.082782 4.010509 -0.90 -0.20 -0.31
H 2.075853 2.968845 -1.588026 -1.61 -0.43 0.40
H 0.490518 2.403575 -2.334232 0.41 0.47 1.34
H -0.700590 4.429863 -1.691298 1.79 0.29 0.62
H 0.760513 5.128996 -0.678849 -0.46 -0.83 -1.40
H 1.087639 4.273262 -3.779146 0.08 1.21 1.26
H 0.137591 5.791690 -3.394804 1.83 -0.67 0.70
H 3.412084 5.039087 -2.186571 -1.28 0.73 -0.54
H -0.735347 -0.728595 -0.382850 0.48 1.86 -0.62
H 0.198981 0.132843 -3.020175 0.92 -1.13 1.35
H 1.665330 0.208286 -1.940856 -1.12 -1.10 0.11
H 2.793923 -2.479849 0.419658 -0.45 1.02 -1.54
H 2.545491 -0.781216 -0.205803 -0.25 -1.42 -0.64
H 4.301870 -3.187729 -1.445593 -0.58 1.82 0.38
H 4.879592 -1.535437 -0.812212 -1.40 -0.71 -0.68
H 4.931893 -0.839757 -2.994521 -1.57 -1.18 -0.09
H 3.104100 -0.833325 -3.119390 1.08 -1.20 0.38
H 0.413398 -2.493572 0.853803 0.10 -0.62 -1.53
H 0.917543 -4.153887 0.234162 -0.52 1.75 -0.64
H -1.000955 -4.488554 -1.139769 -0.27 1.62 0.59
H -1.516759 -2.657110 -1.242566 1.02 -1.48 0.76
H -2.858402 -4.492003 0.484300 0.85 1.48 0.26
H -1.459592 -3.940214 1.572914 -1.30 0.61 -1.03
H -4.983860 -0.955724 2.699227 -0.28 2.09 -0.48
H -5.312290 1.122817 4.458767 -0.04 0.19 -1.91
H -5.678121 3.673009 3.601286 0.28 -1.74 -0.99
H -5.688118 4.152528 0.900494 0.33 -1.84 1.08
H -5.315306 2.173491 -0.743628 0.02 -0.55 1.98
H -5.282442 0.006195 -3.071218 -1.78 -0.51 1.07
H -7.578092 0.095371 -4.413619 -0.20 -0.49 1.86
H -9.948963 -0.363760 -3.200383 1.48 -0.15 0.99
H -9.959111 -0.969772 -0.545345 1.56 0.26 -0.83
H -7.629713 -1.056118 0.815726 -0.20 0.44 -2.04
O 6.057721 -1.534014 3.555881 -0.01 -0.14 -0.90
C 6.459839 -2.230948 2.660557 -0.36 0.33 1.06
C 7.525979 -3.285946 2.778251 0.44 -0.04 -0.32
C 7.886035 -3.537259 1.328877 0.55 -0.31 -0.12
C 6.592908 -3.225096 0.612592 0.06 -0.27 -0.50
O 5.970232 -2.196349 1.390887 0.00 0.24 0.37
H 7.098717 -4.173036 3.251774 0.02 0.12 0.11
H 8.380058 -2.919070 3.347125 -0.29 -0.08 0.24
H 8.251819 -4.547176 1.136045 -0.08 0.09 -0.06
H 8.662740 -2.831969 1.016405 -0.08 -0.09 -0.01
H 5.920416 -4.087337 0.572665 0.01 0.06 0.00
H 6.764872 -2.863845 -0.402655 -0.20 0.06 0.14
```
Forces are in eV/Å.

These are the Mulliken partial charges, in e, on atoms 1 to 8: atom 1 (C): -1.52, atom 2 (C): 0.97, atom 3 (C): -1.19, atom 4 (C): -0.17, atom 5 (C): -0.29, atom 6 (N): -0.61, atom 7 (C): -0.16, atom 8 (C): -0.56



| no. | strongest force on any atom (eV/A) | DFT total energy (eV) |
| --- | --- | --- |
| 1 | 0.508 | -124667.667 |
| 2 | 0.324 | -66969.881 |
| 3 | 5.657 | -98634.854 |